No. 1
{"formula": "C5H15N3O", "method": "the ωB97M-V functional and the def2-TZVPD basis", "homo_lumo_gap_ev": 8.90, "total_charge": 0, "total_energy_ev": -11942.5920, "lumo_energy_ev": 0.78, "relative_energy_kcal_mol": 95.9, "species": ["C", "N", "C", "O", "H", "H", "H", "H", "H", "C", "C", "C", "N", "N", "H", "H", "H", "H", "H", "H", "H", "H", "H", "H"], "xyz": [[0.3829, 2.0926, 1.4041], [0.2121, 1.7008, 2.7960], [-0.4546, 1.3443, 0.3657], [-0.6652, 1.8854, -0.7735], [-0.7377, 1.8781, 3.1024], [0.3817, 0.7126, 2.9278], [-1.3350, 0.8725, 0.8523], [1.4405, 2.0097, 1.1372], [0.1205, 3.1507, 1.3068], [0.4047, -1.7884, -2.0791], [-1.5956, -0.5765, -1.5886], [1.0219, -1.1077, 0.9299], [-0.4885, -1.2834, -1.0468], [0.4065, -0.2858, -0.1027], [1.1163, 0.1506, -0.6952], [-1.8826, -0.9273, -2.5800], [0.7044, -1.0158, -2.8019], [-0.1231, -2.5784, -2.6140], [1.2962, -2.2262, -1.6305], [-2.4350, -0.6307, -0.8983], [-1.3130, 0.5799, -1.5999], [0.2267, -1.5315, 1.5383], [1.6198, -1.9195, 0.5088], [1.6961, -0.5060, 1.5412]], "lowdin_charge": [-0.2415, -0.0021, -0.3969, -0.1489, 0.0669, 0.0405, 0.1241, 0.1099, 0.1228, -0.1120, -0.1367, -0.0827, -0.1684, -0.0516, 0.1321, 0.0821, 0.0912, 0.0901, 0.0687, 0.0745, 0.0901, 0.0921, 0.0739, 0.0819]}

No. 2
{"formula": "C5H15N5", "method": "the ωB97M-V functional and the def2-TZVPD basis", "homo_lumo_gap_ev": [8.33, 8.33], "total_charge": 2, "total_energy_ev": -12858.5216, "lumo_energy_ev": [-8.80, -8.80], "relative_energy_kcal_mol": 32.0, "species": ["C", "C", "C", "C", "C", "N", "N", "N", "N", "N", "H", "H", "H", "H", "H", "H", "H", "H", "H", "H", "H", "H", "H", "H", "H"], "xyz": [[-0.6876, -1.9188, 0.6313], [-0.0552, 2.2956, -2.6161], [-1.2494, 2.5846, -0.4012], [2.3737, -0.9930, 2.1845], [-1.1004, 1.9752, -1.6887], [-0.8315, -0.8305, -0.1648], [0.4481, -2.0933, 1.3317], [-1.7594, -2.6538, 0.8804], [1.6189, -1.4329, 1.0282], [-0.0710, -0.2345, -0.9020], [0.8219, 2.7553, -2.1645], [0.2077, 1.4681, -3.2778], [-0.4852, 3.0293, -3.3227], [-1.9221, 3.4460, -0.5751], [-0.3295, 2.9896, 0.0174], [-1.7983, 1.9675, 0.3102], [2.6412, -1.8190, 2.8515], [3.2907, -0.5262, 1.8364], [1.7923, -0.2598, 2.7417], [-1.9178, 1.3556, -2.0523], [0.3862, -2.5624, 2.2410], [-2.6175, -2.5060, 0.3672], [-1.7702, -3.3945, 1.5664], [2.2031, -1.9659, 0.3831], [0.8114, -0.6761, -1.2057]], "lowdin_charge": [-0.3253, -0.0379, -0.0342, -0.0525, -0.0410, 0.0801, 0.0914, 0.2463, -0.0924, 0.1979, 0.1140, 0.1148, 0.1547, 0.1588, 0.1150, 0.1067, 0.0998, 0.1035, 0.0963, 0.1426, 0.1895, 0.1500, 0.1520, 0.1489, 0.1212]}

No. 3
{"formula": "C5H15N5O10", "method": "the ωB97M-V functional and the def2-TZVPD basis", "s2": 0.75, "homo_lumo_gap_ev": [2.36, 5.75], "total_charge": -1, "total_energy_ev": -33338.6255, "spin_multiplicity": 2, "lumo_energy_ev": [1.51, 1.51], "relative_energy_kcal_mol": 24.9, "species": ["C", "N", "O", "O", "H", "H", "H", "C", "N", "O", "O", "H", "H", "H", "C", "N", "O", "O", "H", "H", "H", "C", "N", "O", "O", "H", "H", "H", "C", "N", "O", "O", "H", "H", "H"], "xyz": [[5.4347, 1.6345, -1.1537], [5.8325, 1.0522, -2.4482], [7.0060, 0.9796, -2.7372], [4.8954, 0.4179, -3.0167], [5.9517, 1.0506, -0.3923], [4.3917, 1.7583, -0.8622], [5.9035, 2.6173, -1.2024], [-0.5600, 0.4671, -0.3394], [0.2589, 1.4962, -1.0935], [1.4814, 1.5665, -0.8508], [-0.3758, 2.2991, -1.7210], [0.2300, -0.2093, -0.0132], [-1.3004, 0.0417, -1.0168], [-1.0600, 1.0511, 0.4333], [-5.8952, 0.5285, -1.8536], [-4.4990, 0.2595, -1.6996], [-4.1780, -0.9074, -1.5428], [-3.7578, 1.2899, -1.9191], [-6.4829, -0.3892, -1.8279], [-6.1140, 0.8404, -2.8749], [-6.3531, 1.1787, -1.1082], [-4.4111, 0.2012, 2.4720], [-3.0159, -0.1813, 2.7730], [-2.9220, -1.2385, 3.2455], [-2.0578, 0.5737, 2.5543], [-5.0455, 0.0798, 3.3501], [-4.6828, -0.4072, 1.6094], [-4.4366, 1.2783, 2.3065], [3.6688, -3.3522, 1.8681], [3.6563, -2.0515, 1.1314], [4.5717, -1.2217, 1.2817], [2.6167, -1.8050, 0.4180], [3.5827, -3.0053, 2.8979], [4.6791, -3.7517, 1.7795], [2.9866, -4.1418, 1.5530]], "mulliken_spin": [0.0000, 0.0000, 0.0000, 0.0000, 0.0000, 0.0000, 0.0000, 0.0154, -0.0016, 0.0001, 0.0021, -0.0036, -0.0023, -0.0081, 0.0630, 0.4598, 0.2802, 0.2132, -0.0022, -0.0284, 0.0122, 0.0136, -0.0062, 0.0013, -0.0028, 0.0005, -0.0010, -0.0051, 0.0000, 0.0000, 0.0000, 0.0000, 0.0000, 0.0000, 0.0000]}

No. 4
{"formula": "C5H15NO", "method": "the ωB97M-V functional and the def2-TZVPD basis", "s2": 0.75, "homo_lumo_gap_ev": [2.67, 9.79], "total_charge": -1, "total_energy_ev": -8963.4375, "spin_multiplicity": 2, "lumo_energy_ev": [3.75, 3.56], "relative_energy_kcal_mol": 33.2, "species": ["C", "C", "C", "C", "C", "N", "H", "H", "H", "H", "H", "H", "H", "H", "H", "H", "H", "H", "H", "H", "H", "O"], "xyz": [[-1.2068, -2.3506, 0.9396], [-0.2230, -1.1522, 1.0156], [-0.7061, 0.0609, 0.3378], [-0.8129, 0.2158, -1.3034], [0.3570, -0.6093, -2.1487], [1.7024, -0.0745, -1.9086], [-1.0900, -2.8030, -0.0799], [-0.8077, -3.0805, 1.6863], [-2.2138, -2.0553, 1.1720], [0.6852, -1.5496, 0.5759], [0.1710, -0.8689, 2.0321], [-1.7179, 0.2356, 0.5712], [-0.1620, 0.9163, 0.9088], [-1.8253, -0.1480, -1.5484], [-0.7549, 1.2136, -1.6785], [0.3318, -1.6759, -1.7746], [-0.0161, -0.5685, -3.1531], [1.6834, 0.9557, -1.5858], [2.1998, -0.0139, -2.7926], [1.6276, 3.2755, 2.4687], [0.1919, 2.5752, 2.3452], [0.6663, 3.3907, 2.6460]], "mulliken_spin": [0.1810, 0.4957, -0.9282, 0.3941, 0.0994, 0.3423, -0.0219, -0.0282, -0.0770, 0.2840, -0.8360, -0.3232, 1.2519, -0.1073, -0.2163, -0.0634, -0.0301, -0.1659, -0.1179, -0.4302, 0.1595, 1.1379]}

No. 5
{"formula": "C5H15NO", "method": "the ωB97M-V functional and the def2-TZVPD basis", "s2": 0.75, "homo_lumo_gap_ev": [2.46, 8.84], "total_charge": -1, "total_energy_ev": -8964.0309, "spin_multiplicity": 2, "lumo_energy_ev": [3.76, 3.72], "relative_energy_kcal_mol": 19.5, "species": ["C", "N", "C", "C", "C", "C", "H", "H", "H", "H", "H", "H", "H", "H", "H", "H", "H", "H", "H", "H", "H", "O"], "xyz": [[0.9629, 2.2664, 0.2619], [0.4855, 1.0290, -0.3841], [-1.4147, -1.9826, 1.1544], [-0.3295, -1.0738, 0.5225], [-0.7162, 0.3505, 0.2264], [-1.8860, 0.4784, -0.7376], [2.0192, 2.1920, 0.5152], [0.8550, 3.1161, -0.4193], [0.3433, 2.4483, 1.1391], [0.2762, 1.1824, -1.3583], [-1.5751, -1.6791, 2.1898], [-2.2816, -1.9005, 0.5060], [-1.0980, -3.0248, 1.1371], [0.0546, -1.6231, -0.3494], [0.6366, -1.0705, 1.0458], [-0.8663, 0.9291, 1.1409], [-2.2322, 1.4579, -1.0490], [-2.7333, -0.0331, -0.2601], [-1.6654, -0.0925, -1.6450], [2.2823, -0.1833, -0.5044], [3.1368, -0.8668, -1.5340], [2.4968, -1.0714, -0.8476]], "mulliken_spin": [2.7184, -1.7104, -0.0395, 0.7035, -0.6185, 1.0293, -0.3955, -0.3765, -0.1750, 0.2086, -0.0827, -0.0439, 0.0199, -0.0310, 0.0952, -0.1349, -0.4155, -0.1496, 0.1968, 0.2233, -0.3140, 0.2919]}

No. 6
{"formula": "C5H15NO", "method": "the ωB97M-V functional and the def2-TZVPD basis", "homo_lumo_gap_ev": 9.16, "smiles": "CCNC(C)C.O", "total_charge": 0, "total_energy_ev": -8964.3027, "lumo_energy_ev": 0.79, "relative_energy_kcal_mol": 47.4, "species": ["C", "C", "N", "C", "C", "C", "H", "H", "H", "H", "H", "H", "H", "H", "H", "H", "H", "H", "H", "O", "H", "H"], "xyz": [[-2.2445, 1.3149, -0.6358], [-1.5684, -0.0238, -0.6349], [-0.1230, 0.2087, -0.4046], [0.2540, 0.5834, 0.9935], [0.3250, -0.5928, 1.9560], [1.7534, 1.1087, 0.7881], [-1.9353, 1.9001, 0.3082], [-1.7857, 1.9400, -1.3779], [-3.3375, 1.1990, -0.5056], [-1.6699, -0.5007, -1.5056], [-1.9220, -0.6399, 0.2405], [0.3778, -0.6239, -0.7770], [-0.3351, 1.3514, 1.5114], [1.3811, -0.9455, 2.0202], [-0.1922, -1.4704, 1.8466], [0.1797, -0.1778, 2.9618], [2.1250, 1.7211, 1.6415], [1.9236, 1.7226, -0.0642], [2.5318, 0.2210, 0.7810], [1.1552, -2.1486, -1.9631], [1.7153, -1.4123, -1.8374], [1.4461, -2.8985, -1.5083]], "lowdin_charge": [-0.1078, -0.2826, -0.0706, -0.3989, -0.0829, -0.0797, 0.0798, 0.0652, 0.0787, 0.0642, 0.1206, 0.0740, 0.1186, 0.0701, 0.0361, 0.0807, 0.0686, 0.0407, 0.0962, -0.0063, 0.0173, 0.0179]}

No. 7
{"formula": "C5H15NO", "method": "the ωB97M-V functional and the def2-TZVPD basis", "homo_lumo_gap_ev": 9.74, "smiles": "CCN(C)CC.O", "total_charge": 0, "total_energy_ev": -8964.2668, "lumo_energy_ev": 0.96, "relative_energy_kcal_mol": 48.2, "species": ["C", "C", "N", "C", "C", "C", "H", "H", "H", "H", "H", "H", "H", "H", "H", "H", "H", "H", "H", "O", "H", "H"], "xyz": [[0.4123, -0.3057, 2.5791], [-0.6397, -0.4200, 1.4402], [-0.3337, 0.0704, 0.1075], [-1.1977, 1.2122, -0.2668], [-0.4465, -0.9510, -1.0185], [0.2704, -0.4574, -2.2578], [-0.2045, -0.2726, 3.4699], [0.8764, -1.2877, 2.7053], [1.1926, 0.3418, 2.1880], [-1.4237, 0.2839, 1.7758], [-1.2288, -1.3586, 1.5194], [-2.2918, 1.0617, -0.1001], [-1.2306, 1.3036, -1.3539], [-0.9411, 2.0607, 0.3642], [-1.5512, -1.0388, -1.0507], [-0.1013, -1.9139, -0.6361], [1.3052, -0.7652, -2.3824], [0.3158, 0.6220, -2.3632], [-0.1839, -0.9032, -3.1622], [2.7682, 1.1561, -0.3807], [2.0823, 0.6969, 0.1015], [2.5513, 0.8648, -1.2784]], "lowdin_charge": [-0.0695, -0.2886, -0.2409, -0.1035, -0.2224, -0.1057, 0.0707, 0.0582, 0.0669, 0.0919, 0.1219, 0.0880, 0.0686, 0.0901, 0.1135, 0.1120, 0.0644, 0.0621, 0.0818, -0.0619, -0.0132, 0.0158]}

No. 8
{"formula": "C5H15NO", "method": "the ωB97M-V functional and the def2-TZVPD basis", "homo_lumo_gap_ev": 9.72, "smiles": "CCC[C@@H](C)N.O", "total_charge": 0, "total_energy_ev": -8965.1736, "lumo_energy_ev": 0.90, "relative_energy_kcal_mol": 27.3, "species": ["C", "C", "C", "C", "C", "N", "H", "H", "H", "H", "H", "H", "H", "H", "H", "H", "H", "H", "H", "O", "H", "H"], "xyz": [[0.5184, -2.2339, 0.4029], [1.2348, -1.0555, -0.2440], [0.9818, 0.3289, 0.4353], [-0.5412, 0.6221, 0.5303], [-1.0094, 0.5188, 2.0060], [-0.6904, 2.0325, 0.0755], [-0.4943, -2.3136, -0.0034], [0.6261, -2.2362, 1.4850], [0.9102, -3.2140, 0.1055], [2.2889, -1.3034, -0.3626], [0.7168, -0.8348, -1.1852], [1.3575, 0.3233, 1.4597], [1.5234, 1.0435, -0.1686], [-1.1251, 0.0120, -0.1540], [-1.9820, 1.0294, 2.0237], [-0.3807, 1.1778, 2.5944], [-1.2293, -0.5294, 2.1899], [-1.6065, 2.2618, -0.2730], [-0.4509, 2.6989, 0.7849], [0.0450, 0.3587, -3.6806], [-0.1679, 1.2852, -3.6609], [-0.5253, 0.0279, -4.3610]], "lowdin_charge": [-0.1265, -0.2487, -0.1816, -0.4269, -0.0694, 0.0080, 0.0701, 0.0695, 0.0649, 0.1006, 0.0877, 0.0975, 0.0976, 0.1267, 0.0679, 0.0748, 0.0697, 0.0563, 0.0566, -0.0406, 0.0255, 0.0204]}

No. 9
{"formula": "C5H15NO", "method": "the ωB97M-V functional and the def2-TZVPD basis", "homo_lumo_gap_ev": 9.55, "smiles": "CCNC(C)C.O", "total_charge": 0, "total_energy_ev": -8965.1228, "lumo_energy_ev": 0.68, "relative_energy_kcal_mol": 28.5, "species": ["C", "C", "N", "C", "C", "C", "H", "H", "H", "H", "H", "H", "H", "H", "H", "H", "H", "H", "H", "O", "H", "H"], "xyz": [[-2.0793, -0.9825, -1.2407], [-1.2668, -0.1451, -0.2599], [-0.1692, -0.9728, 0.3104], [0.6398, -0.0997, 1.2314], [1.5141, 0.9840, 0.6788], [1.5094, -1.1080, 2.0066], [-2.8633, -0.4246, -1.7374], [-2.6563, -1.6765, -0.6161], [-1.3994, -1.5608, -1.8606], [-0.8543, 0.7914, -0.6256], [-1.8806, 0.1992, 0.5801], [0.4953, -1.1958, -0.4232], [-0.0562, 0.2381, 2.0070], [2.2283, 1.1594, 1.4970], [2.2700, 0.6723, -0.0643], [1.1040, 1.9238, 0.3145], [1.9266, -0.7468, 2.9558], [0.9139, -1.9894, 2.2333], [2.3979, -1.3984, 1.4265], [-0.8191, 2.3067, -2.4752], [-0.0396, 2.5688, -3.0113], [-0.9151, 1.4565, -2.9272]], "lowdin_charge": [-0.0945, -0.2972, -0.0512, -0.4635, -0.0822, -0.0946, 0.0647, 0.0723, 0.0671, 0.0681, 0.1124, 0.0999, 0.1344, 0.0768, 0.0850, 0.0702, 0.0735, 0.0693, 0.0758, -0.0726, 0.0541, 0.0321]}

No. 10
{"formula": "C5H15NO", "method": "the ωB97M-V functional and the def2-TZVPD basis", "homo_lumo_gap_ev": 9.67, "smiles": "CCNC(C)C.O", "total_charge": 0, "total_energy_ev": -8964.6056, "lumo_energy_ev": 0.93, "relative_energy_kcal_mol": 40.4, "species": ["C", "C", "N", "C", "C", "C", "H", "H", "H", "H", "H", "H", "H", "H", "H", "H", "H", "H", "H", "O", "H", "H"], "xyz": [[0.2852, -0.1075, -2.4899], [1.0787, -0.5025, -1.2082], [0.6015, 0.0755, 0.0580], [0.2164, -0.8285, 1.1296], [0.9029, -0.6532, 2.4834], [-1.3177, -0.6059, 1.4181], [1.0188, 0.4334, -3.0842], [0.0579, -1.0453, -3.0203], [-0.6119, 0.3174, -2.0955], [2.1306, -0.2997, -1.3712], [1.1032, -1.6176, -1.0857], [1.0654, 0.8894, 0.4386], [0.3748, -1.8854, 0.8711], [0.7138, -1.4184, 3.2404], [0.5203, 0.2923, 2.9237], [1.9579, -0.4375, 2.3589], [-1.5029, -0.6815, 2.4979], [-1.9615, -1.3014, 0.8776], [-1.7927, 0.3741, 1.1728], [-1.5351, 2.2725, -1.2170], [-0.6181, 2.3861, -0.9436], [-1.4975, 1.3140, -1.1989]], "lowdin_charge": [-0.0651, -0.2589, -0.0605, -0.4402, -0.0885, -0.0714, 0.0724, 0.0736, 0.0254, 0.0930, 0.1123, 0.1143, 0.1264, 0.0815, 0.0824, 0.0666, 0.0590, 0.0619, 0.0754, -0.0671, 0.0264, -0.0191]}

Question: Number 9 is which compound?
Answer: C5H15NO